Record 1
This record from OMol25 describes C5H5N3 as an isolated structure at a distorted geometry. The level of theory is wB97M-V/def2-TZVPD.

Geometry as XYZ:
```
13
Properties=species:S:1:pos:R:3:forces:R:3:nbo_charge:R:1
C -0.4714 -1.0152 1.4703 -1.6 0.0 -3.8 -0.062
C 0.3829 1.2854 -1.5313 2.6 2.0 -2.1 -0.027
C -0.7765 -0.2721 -0.3935 2.3 -1.0 5.1 0.143
C 0.5267 0.4062 -0.4609 -0.7 -1.9 3.2 -0.013
C 0.9602 -0.6485 1.5343 -1.0 -1.1 -1.7 -0.409
N -0.8141 1.2575 -1.9838 -1.7 1.0 -1.1 -0.233
N 1.3690 0.3283 0.5890 0.1 0.2 -2.0 -0.320
N -1.5616 0.4267 -1.2035 -2.4 -0.6 -1.2 -0.412
H -0.7701 -2.0853 1.7015 0.0 1.5 -0.5 0.183
H 1.1462 1.9485 -2.0941 -1.4 -1.3 1.3 0.227
H 1.1409 -0.3091 2.5085 0.8 0.4 1.7 0.241
H 1.4618 -1.6354 1.3589 0.3 0.8 0.2 0.254
H -2.5941 0.3130 -1.4953 2.7 0.0 0.8 0.428
```
Positions in Å, forces in eV/Å.

Charge ... 0
Kohn-Sham gap (spin up / spin down) ... 8.39 / 7.22 eV
Total energy ... -357.56233 hartree
Energy relative to the best compared isomer or geometry (same formula, charge and spin) ... 132.0 kcal/mol

***

Record 2
This record from OMol25 describes an isolated ion of composition CH5O4P2 and charge -1 at a distorted geometry. The level of theory is wB97M-V/def2-TZVPD.

Geometry as XYZ:
```
12
Properties=species:S:1:pos:R:3:forces:R:3:nbo_charge:R:1
C 2.0313 -0.4261 0.2614 -2.5 1.5 -1.8 -0.924
P 0.1050 0.5699 -0.1775 2.8 0.5 -0.5 1.712
O -0.2104 1.8857 0.6228 1.0 -2.4 -0.7 -1.134
O -0.0129 0.6769 -1.6861 0.0 -0.4 0.6 -1.174
P -1.4363 -0.9090 0.5119 0.5 -0.7 -1.1 0.970
O -2.1363 0.3587 1.1216 -2.0 0.7 1.8 -1.057
O -2.0982 -1.0073 -0.9976 -0.3 -1.0 0.4 -1.030
H 1.8647 -0.5677 1.3009 0.8 0.2 1.0 0.201
H 2.1218 -1.3833 -0.2484 -0.6 -0.1 -0.1 0.199
H 2.8270 0.1869 -0.1686 0.0 0.3 0.9 0.207
H -1.5149 1.1367 1.0735 -0.1 0.7 0.1 0.515
H -1.5409 -0.5214 -1.6139 0.4 0.7 -0.6 0.515
```
Positions in Å, forces in eV/Å.

Charge ... -1
Kohn-Sham gap ... 8.55 eV
Total energy ... -1024.91502 hartree
Energy relative to the best compared isomer or geometry (same formula, charge and spin) ... 10.7 kcal/mol